Entry 1:
C10H40N8O10 | ωB97M-V with the def2-TZVPD basis set

Structure (ORCA input):
```
! RIJCOSX wB97M-V def2-TZVPD def2/J DEFGRID3
* xyz 0 1
C 4.591 10.900 -4.916
O 4.382 10.999 -6.212
N 4.518 9.765 -4.271
N 4.777 11.851 -4.176
H 4.443 8.890 -4.870
H 4.250 9.719 -3.315
H 4.943 12.653 -4.811
H 5.057 11.878 -3.206
C 12.307 10.389 -6.001
O 13.200 9.482 -5.418
N 11.370 10.874 -5.311
N 12.166 10.752 -7.208
H 11.151 10.624 -4.326
H 10.740 11.622 -5.629
H 12.947 10.352 -7.793
H 11.368 11.280 -7.578
C 11.353 9.130 -0.920
O 11.151 9.845 -2.042
N 11.241 9.562 0.292
N 11.627 7.855 -0.802
H 11.128 10.601 0.374
H 11.132 8.947 1.117
H 11.411 7.283 -1.596
H 11.576 7.244 0.091
C 8.818 9.100 -7.511
O 7.818 8.201 -7.801
N 9.034 9.498 -6.288
N 9.657 9.415 -8.446
H 8.384 9.196 -5.517
H 9.972 9.765 -5.880
H 9.353 9.156 -9.348
H 10.665 9.326 -8.226
C 5.652 7.440 -6.076
O 4.530 7.119 -5.262
H 5.765 6.749 -6.890
H 6.602 7.466 -5.506
H 5.557 8.422 -6.562
H 3.961 6.577 -5.859
C 6.660 12.297 -0.833
O 5.478 12.142 -1.571
H 7.501 12.033 -1.390
H 6.533 11.780 0.129
H 6.759 13.352 -0.599
H 4.712 12.173 -1.017
C 8.593 7.748 -0.208
O 7.293 7.092 -0.060
H 8.566 8.692 0.372
H 8.975 7.815 -1.227
H 9.361 7.141 0.365
H 7.354 6.567 0.785
C 10.352 7.205 -3.896
O 10.833 6.215 -2.966
H 10.503 6.896 -4.905
H 10.824 8.124 -3.868
H 9.300 7.401 -3.741
H 10.245 5.494 -3.199
C 4.932 8.779 -1.205
O 3.772 9.563 -1.569
H 5.692 9.443 -0.678
H 5.377 8.450 -2.139
H 4.689 7.945 -0.557
H 3.302 9.964 -0.784
C 7.726 10.024 -3.054
O 7.443 9.262 -4.228
H 7.128 10.866 -3.256
H 8.759 10.328 -3.115
H 7.537 9.567 -2.145
H 6.476 9.351 -4.490
*
```

## Properties
* SMILES string: NC(N)=O.NC(N)=O.NC(N)=O.NC(N)=O.CO.CO.CO.CO.CO.CO
* E: -1595.28272 Eh
* HOMO-LUMO gap: 8.330 eV
* molecular weight: 432.48 g mol⁻¹
* max |F|: 10.212 eV/A
* energy above the lowest of the compared OMol25 structures with the same formula, charge and spin: 6.501 eV



Entry 2:
C10H44AsF6N20O12 | ωB97M-V with the def2-TZVPD basis set

Structure (ORCA input):
```
! RIJCOSX wB97M-V def2-TZVPD def2/J DEFGRID3
* xyz -1 1
As 0.475 -0.566 0.258
F -0.785 0.088 1.325
F 1.670 -0.350 1.524
F 1.666 -1.133 -0.856
F -0.682 -0.498 -1.121
F 0.822 1.132 -0.166
F -0.093 -2.128 0.853
C 4.622 0.470 -2.885
O 5.370 1.359 -2.483
N 3.320 0.407 -2.535
N 5.115 -0.616 -3.562
H 2.765 -0.420 -2.659
H 3.079 1.264 -2.054
H 6.064 -0.636 -3.880
H 4.353 -1.159 -3.934
C -1.050 1.619 -3.930
O -2.212 1.269 -3.681
N -0.677 2.773 -4.483
N -0.040 1.111 -3.143
H 0.240 3.154 -4.321
H -1.404 3.267 -4.974
H -0.379 0.379 -2.514
H 0.939 1.334 -3.185
C 2.724 -4.206 1.706
O 1.827 -4.253 2.531
N 2.495 -4.074 0.366
N 4.018 -4.513 1.981
H 3.278 -4.138 -0.259
H 1.577 -3.971 -0.026
H 4.264 -4.580 2.954
H 4.768 -4.681 1.337
C 2.459 4.026 -2.513
O 1.890 3.910 -3.616
N 2.166 3.264 -1.436
N 3.321 5.022 -2.226
H 2.808 3.221 -0.666
H 1.295 2.760 -1.494
H 3.757 5.015 -1.326
H 3.407 5.637 -3.019
C -0.753 1.420 5.223
O 0.409 1.052 5.212
N -1.761 0.627 4.713
N -1.308 2.493 5.835
H -2.406 1.117 4.113
H -1.593 -0.333 4.444
H -0.592 3.213 5.908
H -2.175 2.919 5.559
C 5.266 -0.022 1.740
O 6.012 0.455 2.572
N 4.583 0.751 0.830
N 5.060 -1.330 1.396
H 4.115 0.301 0.071
H 4.545 1.735 1.028
H 5.645 -2.066 1.752
H 4.336 -1.592 0.757
C -2.995 2.558 0.244
O -2.942 2.600 1.489
N -4.209 2.766 -0.312
N -1.948 2.277 -0.527
H -4.998 3.047 0.235
H -4.275 2.796 -1.318
H -1.162 1.792 -0.118
H -1.985 2.119 -1.523
C -0.513 -4.883 -1.599
O 0.618 -4.703 -2.032
N -1.124 -4.070 -0.693
N -1.212 -6.014 -1.878
H -1.974 -4.375 -0.258
H -0.554 -3.322 -0.318
H -0.803 -6.751 -2.423
H -2.051 -6.264 -1.386
C -4.729 -0.296 2.759
O -5.604 -1.109 3.097
N -3.587 -0.776 2.256
N -4.734 1.026 3.006
H -3.671 -1.736 1.964
H -2.812 -0.235 1.901
H -5.223 1.358 3.817
H -4.071 1.607 2.493
C -5.077 -0.224 -2.472
O -6.120 -0.643 -1.973
N -3.816 -0.546 -2.099
N -5.088 0.844 -3.317
H -3.054 -0.039 -2.521
H -3.768 -1.020 -1.216
H -4.376 1.200 -3.931
H -6.043 1.077 -3.548
O 0.418 2.319 2.917
H 0.509 1.472 3.374
H 0.091 2.089 2.044
O -1.760 -2.253 3.932
H -1.718 -1.917 3.033
H -2.254 -3.074 3.863
*
```

## Properties
* E: -5241.04955 Eh
* HOMO-LUMO gap: 8.948 eV
* molecular weight: 825.50 g mol⁻¹
* max |F|: 4.293 eV/A



Entry 3:
C10H44N20O12 | ωB97M-V with the def2-TZVPD basis set

Structure (ORCA input):
```
! RIJCOSX wB97M-V def2-TZVPD def2/J DEFGRID3
* xyz 0 1
O 11.206 9.431 14.104
H 11.863 9.681 13.404
H 10.456 9.987 13.831
O 5.275 8.707 12.136
H 5.923 9.408 11.994
H 5.799 7.972 12.463
C 9.302 12.054 8.270
O 10.390 12.563 8.389
N 8.693 11.854 7.096
N 8.544 11.534 9.214
H 7.872 11.279 7.040
H 9.217 11.978 6.248
H 8.726 11.828 10.163
H 7.685 11.057 9.022
C 15.711 10.250 15.862
O 16.405 9.854 14.917
N 14.498 9.771 16.051
N 15.952 11.374 16.594
H 13.867 10.044 16.772
H 14.249 9.052 15.410
H 16.928 11.590 16.650
H 15.500 11.452 17.511
C 13.863 6.397 12.899
O 14.422 6.026 13.906
N 12.604 6.134 12.582
N 14.448 7.137 11.971
H 12.300 6.176 11.644
H 12.155 5.558 13.270
H 13.996 7.653 11.187
H 15.380 7.422 12.239
C 7.729 11.461 13.074
O 7.770 10.917 12.029
N 8.038 10.805 14.193
N 7.412 12.759 13.249
H 7.996 9.847 13.857
H 7.501 10.976 15.036
H 7.512 13.267 12.388
H 7.738 13.273 14.045
C 11.628 13.224 15.190
O 11.612 13.834 14.144
N 10.551 13.068 15.901
N 12.685 12.679 15.697
H 9.796 12.708 15.322
H 10.658 12.505 16.724
H 12.667 12.017 16.443
H 13.585 12.791 15.241
C 9.644 14.761 10.990
O 9.005 15.432 11.761
N 10.268 13.579 11.298
N 9.774 15.175 9.723
H 10.751 13.711 12.177
H 10.795 13.181 10.518
H 8.996 15.764 9.466
H 10.181 14.537 9.049
C 13.918 11.569 12.347
O 13.087 10.746 12.799
N 13.937 12.791 12.583
N 14.882 11.031 11.696
H 13.193 13.216 13.181
H 14.596 13.459 12.252
H 15.795 11.396 11.871
H 14.813 10.032 11.798
C 11.990 8.222 17.541
O 12.275 8.068 18.714
N 11.257 9.237 17.063
N 12.362 7.431 16.605
H 11.434 10.064 17.608
H 11.417 9.417 16.073
H 12.717 6.530 16.875
H 12.090 7.615 15.655
C 8.242 6.930 13.391
O 7.217 6.463 12.981
N 9.438 7.050 12.798
N 8.291 7.448 14.596
H 9.626 6.334 12.119
H 10.242 7.460 13.261
H 9.109 7.971 14.856
H 7.391 7.749 14.961
C 12.410 9.583 9.456
O 13.282 8.816 9.859
N 11.402 9.977 10.221
N 12.175 10.003 8.266
H 10.785 10.722 9.908
H 11.720 10.149 11.158
H 12.925 9.881 7.623
H 11.476 10.712 8.068
*
```

## Properties
* SMILES string: NC(N)=O.NC(N)=O.NC(N)=O.NC(N)=O.NC(N)=O.NC(N)=O.NC(N)=O.NC(N)=O.NC(N)=O.NC(N)=O.O.O
* E: -2405.80095 Eh
* HOMO-LUMO gap: 9.591 eV
* molecular weight: 636.59 g mol⁻¹
* max |F|: 7.850 eV/A
* energy above the lowest of the compared OMol25 structures with the same formula, charge and spin: 2.514 eV



Entry 4:
C10H44N20O12 | ωB97M-V with the def2-TZVPD basis set

Structure (ORCA input):
```
! RIJCOSX wB97M-V def2-TZVPD def2/J DEFGRID3
* xyz 0 1
C -12.997 4.203 -2.910
O -13.944 4.896 -3.397
N -12.063 3.676 -3.653
N -12.847 3.950 -1.549
H -11.470 2.965 -3.266
H -12.283 3.735 -4.648
H -11.906 3.921 -1.119
H -13.498 4.423 -0.871
C -19.614 11.085 -4.422
O -20.780 10.766 -4.362
N -18.933 11.037 -5.587
N -18.913 11.374 -3.285
H -19.536 10.915 -6.416
H -17.965 10.740 -5.643
H -19.412 11.575 -2.452
H -18.126 12.017 -3.363
C -14.997 13.017 -6.147
O -14.509 14.145 -5.910
N -14.551 11.849 -5.710
N -16.054 12.931 -7.024
H -13.871 11.887 -5.062
H -14.969 10.952 -5.759
H -16.514 12.048 -7.039
H -16.560 13.840 -7.049
C -21.708 8.156 -6.355
O -21.788 7.336 -7.216
N -22.466 9.295 -6.329
N -20.744 8.039 -5.387
H -23.193 9.528 -7.007
H -22.208 9.990 -5.659
H -20.911 8.659 -4.605
H -20.346 7.080 -5.240
C -13.712 4.567 -6.942
O -13.037 3.745 -6.285
N -13.070 5.551 -7.677
N -14.987 4.702 -6.914
H -12.218 5.066 -7.974
H -13.477 5.694 -8.606
H -15.523 5.514 -7.313
H -15.477 4.101 -6.266
C -19.090 7.766 -1.493
O -19.260 6.627 -1.007
N -17.919 8.474 -1.380
N -20.178 8.405 -2.012
H -17.169 7.907 -1.033
H -17.661 9.046 -2.178
H -20.041 9.261 -2.595
H -21.143 8.074 -1.826
C -17.888 7.300 -7.788
O -16.683 6.972 -7.687
N -18.895 6.409 -7.770
N -18.267 8.579 -7.896
H -18.562 5.616 -7.245
H -19.836 6.640 -7.678
H -19.151 8.723 -8.393
H -17.576 9.238 -8.303
C -14.989 10.151 -8.463
O -16.139 10.369 -8.585
N -14.474 8.987 -7.986
N -14.124 11.177 -8.846
H -15.242 8.270 -7.987
H -13.535 8.700 -8.084
H -13.184 11.095 -8.512
H -14.411 12.148 -8.783
C -18.625 4.626 -4.735
O -18.150 4.439 -5.836
N -19.406 3.694 -4.126
N -18.610 5.856 -4.176
H -19.441 3.604 -3.134
H -19.195 2.814 -4.471
H -18.551 5.859 -3.175
H -17.833 6.336 -4.600
C -15.286 8.248 -4.313
O -15.949 9.339 -4.395
N -14.446 8.048 -3.225
N -15.552 7.180 -5.125
H -14.265 8.854 -2.706
H -14.068 7.198 -2.782
H -16.066 7.301 -5.984
H -15.082 6.282 -5.030
O -12.642 13.519 -3.736
H -12.348 14.214 -3.154
H -13.136 13.980 -4.422
O -19.203 11.268 -0.340
H -18.805 10.400 -0.325
H -19.327 11.457 0.607
*
```

## Properties
* SMILES string: NC(N)=O.NC(N)=O.NC(N)=O.NC(N)=O.NC(N)=O.NC(N)=O.NC(N)=O.NC(N)=O.NC(N)=O.NC(N)=O.O.O
* E: -2405.89333 Eh
* HOMO-LUMO gap: 10.111 eV
* molecular weight: 636.59 g mol⁻¹
* max |F|: 4.973 eV/A
* energy above the lowest of the compared OMol25 structures with the same formula, charge and spin: 0.000 eV



Entry 5:
C10H44O17 | ωB97M-V with the def2-TZVPD basis set

Structure (ORCA input):
```
! RIJCOSX wB97M-V def2-TZVPD def2/J DEFGRID3
* xyz 0 1
O 10.012 -4.966 -9.434
H 10.042 -4.087 -9.832
H 10.926 -5.259 -9.523
O 10.751 -5.021 -12.640
H 9.850 -4.888 -12.464
H 11.311 -4.322 -12.330
O 11.397 -3.458 -7.178
H 11.816 -3.196 -6.413
H 11.434 -4.381 -7.041
O 12.189 -6.605 -9.730
H 11.756 -6.838 -10.529
H 12.967 -6.080 -9.985
O 11.650 -6.149 -6.800
H 11.934 -6.738 -7.475
H 11.486 -6.735 -6.075
O 12.664 -3.252 -11.619
H 12.571 -3.028 -10.710
H 12.691 -2.390 -11.992
O 11.858 -2.031 -9.355
H 12.391 -1.252 -9.212
H 11.812 -2.538 -8.543
C 6.434 -3.641 -9.390
C 5.147 -3.788 -10.209
O 4.291 -2.714 -9.970
O 7.118 -4.893 -9.654
H 6.162 -3.562 -8.376
H 7.007 -2.786 -9.764
H 4.586 -4.663 -9.893
H 5.298 -3.957 -11.250
H 3.924 -2.770 -9.110
H 7.989 -4.712 -9.375
C 9.302 -8.536 -8.227
C 8.519 -8.112 -9.509
O 8.755 -9.123 -10.431
O 9.069 -7.556 -7.291
H 10.365 -8.638 -8.449
H 8.838 -9.453 -7.815
H 8.910 -7.160 -9.888
H 7.532 -8.063 -9.255
H 9.583 -8.862 -10.832
H 9.526 -6.789 -7.556
C 8.425 -4.246 -4.986
C 8.350 -4.516 -6.438
O 8.560 -3.264 -7.035
O 8.143 -5.512 -4.357
H 7.701 -3.595 -4.577
H 9.387 -3.959 -4.692
H 7.280 -4.794 -6.761
H 9.005 -5.219 -6.807
H 9.445 -3.023 -7.075
H 7.186 -5.650 -4.382
C 7.955 -6.228 -14.280
C 7.444 -6.162 -12.846
O 8.010 -5.116 -12.161
O 7.409 -7.395 -14.873
H 9.023 -6.272 -14.234
H 7.737 -5.425 -14.943
H 7.687 -7.131 -12.401
H 6.373 -6.011 -12.873
H 8.022 -5.415 -11.297
H 6.464 -7.226 -14.949
C 9.480 -1.607 -12.951
C 8.687 -2.011 -11.758
O 9.597 -2.696 -10.848
O 8.632 -0.785 -13.777
H 9.841 -2.540 -13.544
H 10.323 -0.933 -12.654
H 7.811 -2.673 -12.072
H 8.318 -1.181 -11.185
H 10.040 -2.001 -10.342
H 8.658 0.127 -13.458
*
```

## Properties
* SMILES string: OCCO.OCCO.OCCO.OCCO.OCCO.O.O.O.O.O.O.O
* E: -1686.35305 Eh
* HOMO-LUMO gap: 9.091 eV
* molecular weight: 436.44 g mol⁻¹
* max |F|: 4.176 eV/A
* energy above the lowest of the compared OMol25 structures with the same formula, charge and spin: 2.630 eV



Entry 6:
C10H48BN2O13Zr | ωB97M-V with the def2-TZVPD basis set

Structure (ORCA input):
```
! RIJCOSX wB97M-V def2-TZVPD def2/J DEFGRID3
* xyz 2 2
Zr -2.213 -0.183 -2.362
B -0.775 -0.459 -0.483
H -1.220 0.414 -0.032
H -0.130 -0.997 0.194
H -1.617 -1.106 -0.676
H -0.286 -0.245 -1.421
O -3.111 -1.000 -4.341
C -2.355 -0.567 -5.452
C -0.803 -0.257 -5.196
O -0.658 0.290 -3.876
H -2.768 0.404 -5.726
H -2.441 -1.177 -6.351
H -0.453 0.466 -5.933
H -0.240 -1.191 -5.218
C -0.359 3.793 3.749
C -0.154 2.515 2.984
C -1.182 1.464 3.388
O -0.858 1.218 4.758
C -1.724 0.180 5.197
N -0.321 2.693 1.544
H -0.520 3.657 4.819
H -1.219 4.353 3.382
H 0.431 4.525 3.583
H 0.880 2.230 3.179
H -1.047 0.512 2.874
H -2.191 1.810 3.164
H -2.726 0.540 5.427
H -1.266 -0.065 6.156
H -1.844 -0.725 4.601
H 0.419 3.276 1.180
H -0.131 1.797 1.120
C 3.413 -1.892 1.517
C 3.288 -0.769 0.474
C 4.613 -0.435 -0.330
O 5.591 -0.189 0.618
C 6.900 0.057 -0.002
N 2.379 -1.195 -0.541
H 2.405 -2.090 1.881
H 4.011 -1.716 2.411
H 3.823 -2.741 0.969
H 3.043 0.156 0.997
H 4.429 0.435 -0.960
H 4.802 -1.332 -0.920
H 7.586 0.085 0.844
H 6.915 1.028 -0.497
H 7.127 -0.749 -0.700
H 1.430 -1.076 -0.216
H 2.444 -0.338 -1.072
O 2.197 0.578 -3.019
H 2.094 1.509 -2.822
H 1.375 0.330 -3.442
O -1.402 -2.282 1.833
H -0.980 -1.834 1.100
H -1.470 -3.194 1.550
O -0.939 -2.185 -2.592
H -0.962 -2.744 -3.369
H -0.184 -2.497 -2.094
O -3.696 -0.922 1.568
H -4.444 -1.276 2.048
H -2.972 -1.510 1.784
O -1.456 2.048 -1.770
H -1.953 2.833 -1.543
H -0.559 2.358 -1.891
O -3.493 -1.889 -1.604
H -3.341 -2.543 -0.922
H -4.412 -2.002 -1.846
O -3.572 0.670 -0.813
H -3.822 0.202 -0.016
H -3.643 1.596 -0.579
O -3.029 2.696 0.936
H -3.381 3.127 1.715
H -2.084 2.662 1.086
O 1.227 -3.773 -1.415
H 1.947 -4.401 -1.466
H 1.637 -2.960 -1.121
*
```

## Properties
* E: -1568.66215 Eh
* HOMO-LUMO gap (spin up / spin down): 5.543 / 2.530 eV
* <S²>: 0.76
* molecular weight: 506.53 g mol⁻¹
* max |F|: 4.529 eV/A